{"formula": "C5H9F", "method": "ωB97M-V/def2-TZVPD", "homo_ev": -9.86, "smiles": "CC1(C)C[C@@H]1F", "gap_ev": 10.9181, "e_above_lowest_kj_mol": 77.3, "e_lumo_ev": 1.06, "e_tot_ha": -295.73067, "species": ["C", "C", "C", "C", "C", "H", "H", "H", "H", "H", "H", "H", "H", "H", "F"], "xyz": [[-1.3745, -0.6928, -0.5907], [-0.0743, 0.0160, -0.0691], [-0.0998, 1.5022, -0.0184], [0.7551, -0.5424, 1.1217], [1.2085, -0.6672, -0.2940], [-1.5724, -1.6315, -0.1368], [-2.1834, 0.0298, -0.3814], [-1.3225, -0.7872, -1.7055], [-0.6246, 1.7947, 0.8580], [0.8847, 1.8834, 0.1121], [-0.5689, 1.9945, -0.8401], [1.1855, 0.1955, 1.7637], [0.3541, -1.4633, 1.5964], [1.1802, -1.6918, -0.6611], [2.2522, 0.0600, -0.7547]], "lowdin_charge": [-0.02, -0.45, -0.05, -0.02, -0.31, 0.06, 0.08, 0.09, 0.08, 0.07, 0.08, 0.10, 0.11, 0.15, 0.03]}

{"formula": "C26H36N6OS", "method": "ωB97M-V/def2-TZVPD", "homo_ev": -7.76, "gap_ev": 8.3280, "e_above_lowest_kj_mol": 449.4, "e_lumo_ev": 0.56, "e_tot_ha": -1814.19319, "species": ["C", "S", "O", "C", "H", "H", "H", "H", "H", "H", "N", "C", "C", "C", "C", "H", "H", "H", "H", "H", "N", "C", "C", "C", "C", "H", "H", "H", "H", "H", "N", "C", "C", "C", "C", "H", "H", "H", "H", "H", "N", "C", "C", "C", "C", "H", "H", "H", "H", "H", "N", "C", "C", "C", "C", "H", "H", "H", "H", "H", "N", "C", "C", "C", "C", "H", "H", "H", "H", "H"], "xyz": [[7.8666, 8.3157, 12.1771], [8.3535, 7.3859, 13.6416], [8.1206, 8.3349, 14.7843], [6.9819, 6.2404, 13.7100], [8.4585, 9.2313, 12.2270], [6.8590, 8.7083, 12.3504], [7.9320, 7.7815, 11.2358], [6.8946, 5.7769, 14.6867], [7.1606, 5.4714, 12.9504], [6.0774, 6.7525, 13.3800], [10.5422, 8.9900, 16.0823], [11.3949, 8.0307, 16.5660], [12.3063, 8.6289, 17.4017], [11.9437, 9.9951, 17.4803], [10.8423, 10.1727, 16.6831], [9.7265, 8.8364, 15.4829], [11.4418, 7.0296, 16.1639], [13.1816, 8.1603, 17.8210], [12.4209, 10.7190, 18.1226], [10.3108, 11.0912, 16.4974], [10.5045, 13.5422, 9.6985], [11.1071, 12.6049, 10.4942], [10.3868, 11.4445, 10.4116], [9.2423, 11.7294, 9.6211], [9.3409, 13.0370, 9.1946], [10.8793, 14.4617, 9.5591], [12.0937, 12.7828, 10.8907], [10.6810, 10.4883, 10.8117], [8.5330, 11.0214, 9.2215], [8.8236, 13.6111, 8.4440], [12.6694, 8.1326, 12.1695], [11.6396, 7.3073, 12.5265], [10.8102, 7.1665, 11.4452], [11.4065, 7.8454, 10.3642], [12.5518, 8.4416, 10.8363], [13.3753, 8.4360, 12.8310], [11.4581, 7.0306, 13.5529], [9.9657, 6.5037, 11.3534], [11.0212, 7.8748, 9.3580], [13.3583, 8.9981, 10.3898], [5.9086, 7.1788, 6.8309], [6.6681, 7.1685, 7.9853], [7.9869, 7.1898, 7.6130], [8.0313, 7.3328, 6.1968], [6.7426, 7.2890, 5.7558], [4.9109, 7.2729, 6.8322], [6.1475, 7.2065, 8.9273], [8.8295, 7.2946, 8.2779], [8.9144, 7.3619, 5.5821], [6.3311, 7.3519, 4.7613], [15.6246, 7.7686, 13.5334], [15.0208, 8.7018, 14.3472], [15.0267, 9.8835, 13.6440], [15.6307, 9.6594, 12.3802], [16.0194, 8.3448, 12.3672], [15.6764, 6.7829, 13.7171], [14.6265, 8.4265, 15.3098], [14.6840, 10.8491, 13.9815], [15.6505, 10.3942, 11.5938], [16.5318, 7.8090, 11.5854], [8.2754, 4.0781, 17.6305], [9.0381, 5.0729, 17.0747], [9.5020, 4.6061, 15.8757], [9.0617, 3.2744, 15.7197], [8.2958, 2.9704, 16.8209], [7.9164, 4.1220, 18.5667], [9.0511, 6.0621, 17.5027], [10.0447, 5.1149, 15.0934], [9.0025, 2.7240, 14.7932], [7.7146, 2.1104, 17.1086]], "lowdin_charge": [-0.25, 0.82, -0.55, -0.25, 0.05, 0.06, 0.04, 0.05, 0.06, 0.05, 0.03, -0.16, -0.13, -0.13, -0.14, 0.07, 0.09, 0.09, 0.09, 0.11, -0.01, -0.14, -0.11, -0.11, -0.14, 0.14, 0.10, 0.07, 0.09, 0.10, 0.04, -0.14, -0.16, -0.12, -0.13, 0.09, 0.08, 0.08, 0.08, 0.11, 0.00, -0.14, -0.11, -0.11, -0.15, 0.14, 0.10, 0.07, 0.09, 0.11, 0.01, -0.13, -0.12, -0.12, -0.14, 0.15, 0.10, 0.10, 0.09, 0.11, 0.01, -0.13, -0.14, -0.12, -0.14, 0.14, 0.11, 0.08, 0.09, 0.10]}

{"formula": "C6H6O", "method": "ωB97M-V/def2-TZVPD", "homo_ev": -10.01, "smiles": "C#CC[C@H](O)C#C", "gap_ev": 10.9710, "e_above_lowest_kj_mol": 387.8, "e_lumo_ev": 0.96, "e_tot_ha": -307.31571, "species": ["O", "C", "C", "C", "C", "C", "C", "H", "H", "H", "H", "H", "H"], "xyz": [[-0.9416, -1.3320, 1.0671], [-0.4774, -0.0015, 0.9555], [1.0757, 0.0395, 0.9480], [1.5050, -0.2247, -0.4238], [1.4880, -0.3446, -1.6217], [-1.1073, 0.6453, -0.2112], [-1.7672, 1.0811, -1.1186], [-0.8618, -1.7369, 0.1920], [-0.8441, 0.5198, 1.8434], [1.4262, -0.7195, 1.6571], [1.4536, 1.0102, 1.2914], [1.4302, -0.4165, -2.6829], [-2.3793, 1.4796, -1.8963]], "lowdin_charge": [-0.02, -0.40, -0.15, -0.15, 0.12, -0.09, 0.13, 0.10, 0.15, 0.12, 0.12, 0.03, 0.03]}

{"formula": "C7H7O2", "method": "ωB97M-V/def2-TZVPD", "homo_ev": -14.74, "gap_ev": 8.9909, "e_above_lowest_kj_mol": 258.5, "charge": 1, "e_lumo_ev": -5.75, "e_tot_ha": -420.95803, "species": ["C", "C", "C", "C", "C", "C", "C", "O", "O", "H", "H", "H", "H", "H", "H", "H"], "xyz": [[1.9691, -0.6634, -1.2136], [-0.5509, -1.2029, -0.9597], [1.7499, 0.6004, -0.3993], [-0.6424, -0.4355, 0.1537], [0.7350, -1.3124, -1.4952], [0.6310, 0.7553, 0.2541], [-1.9673, 0.7811, 1.6624], [1.5019, -1.1465, -2.5660], [-1.7417, -0.3014, 0.7855], [2.9674, -1.1432, -0.9510], [-1.4078, -1.9004, -1.2161], [2.4833, 1.3522, -0.5533], [0.3077, 1.5025, 0.9719], [-2.2196, 1.7443, 1.1231], [-2.7650, 0.4700, 2.2081], [-1.0505, 0.8999, 2.1955]], "lowdin_charge": [-0.08, 0.08, -0.01, -0.15, -0.11, 0.11, 0.01, 0.21, 0.03, 0.20, 0.18, 0.12, 0.10, 0.15, 0.08, 0.09]}

{"formula": "C4H4FO4S", "method": "ωB97M-V/def2-TZVPD", "homo_ev": -5.43, "smiles": "O=S(=O)([O-])[C@]12C[C@@]1(O)[C@@H]2F", "gap_ev": 9.2449, "e_above_lowest_kj_mol": 0.0, "charge": -1, "e_lumo_ev": 3.82, "e_tot_ha": -953.81798, "species": ["C", "C", "C", "C", "O", "O", "O", "O", "F", "S", "H", "H", "H", "H"], "xyz": [[0.7334, -0.5063, -0.7641], [0.1827, -0.1429, 1.5258], [0.1836, 0.4917, 0.2309], [-0.4014, -0.9059, 0.3736], [-2.3260, 0.1516, -0.9008], [-2.5420, -2.1882, -0.1300], [-2.6845, -0.1825, 1.4266], [-0.4864, 1.6692, -0.0413], [1.3140, -0.5170, 2.2018], [-2.1895, -0.8159, 0.2207], [0.3467, -0.3953, -1.7268], [1.6445, -0.9768, -0.4717], [-0.5187, 0.3147, 2.1246], [-1.3286, 1.2477, -0.6194]], "lowdin_charge": [0.09, -0.24, -0.45, -0.19, -0.36, -0.36, -0.33, -0.05, 0.01, 0.48, 0.08, 0.08, 0.12, 0.10]}

{"formula": "C22H23N5O3S2", "method": "ωB97M-V/def2-TZVPD", "homo_ev": -7.89, "gap_ev": 8.1476, "e_above_lowest_kj_mol": 0.0, "e_lumo_ev": 0.26, "e_tot_ha": -2148.10483, "species": ["N", "C", "O", "C", "N", "S", "C", "C", "N", "H", "H", "C", "O", "N", "C", "C", "C", "C", "C", "C", "H", "H", "H", "H", "H", "C", "C", "C", "C", "C", "S", "H", "H", "H", "H", "C", "O", "N", "H", "C", "C", "H", "H", "C", "H", "H", "C", "H", "H", "C", "H", "H", "H", "H", "H"], "xyz": [[3.6775, 4.5014, 4.0529], [2.8327, 4.0146, 3.1223], [2.2958, 4.7105, 2.2745], [2.6027, 2.5611, 3.2282], [3.1586, 1.8578, 4.1950], [2.7091, 0.3048, 4.1505], [1.7437, 0.4911, 2.7299], [1.7550, 1.8274, 2.3372], [1.1103, 2.3836, 1.2960], [0.3340, 1.9027, 0.8621], [1.1477, 3.3940, 1.2609], [0.9487, -0.5915, 2.1519], [0.2478, -1.3465, 2.8020], [0.9992, -0.6420, 0.7803], [2.0697, -0.1025, 0.0383], [1.8466, 0.6717, -1.0941], [2.9196, 1.1565, -1.8187], [4.2163, 0.8842, -1.4192], [4.4399, 0.1121, -0.2916], [3.3739, -0.3907, 0.4293], [3.5454, -1.0145, 1.2943], [5.4485, -0.1110, 0.0228], [5.0507, 1.2708, -1.9845], [2.7390, 1.7598, -2.6957], [0.8389, 0.9090, -1.3932], [-0.0796, -1.3564, 0.1154], [0.3637, -1.9863, -1.1613], [0.0242, -1.6663, -2.4404], [0.6822, -2.4649, -3.4019], [1.5170, -3.3736, -2.8398], [1.5168, -3.2826, -1.1249], [2.1389, -4.0980, -3.3263], [0.5392, -2.3591, -4.4619], [-0.6693, -0.8844, -2.6943], [-0.3991, -2.1278, 0.8343], [-1.2662, -0.3959, -0.0961], [-1.1640, 0.8055, 0.0599], [-2.3990, -1.0143, -0.4532], [-2.4075, -2.0187, -0.5405], [-3.6499, -0.3248, -0.6973], [-4.7274, -0.7479, 0.3247], [-4.3192, -1.5235, 0.9742], [-5.0291, 0.0852, 0.9557], [-5.8976, -1.2979, -0.4964], [-6.6027, -0.4982, -0.7258], [-6.4342, -2.0856, 0.0292], [-5.2464, -1.7880, -1.7864], [-5.9621, -1.9127, -2.5969], [-4.7490, -2.7449, -1.6178], [-4.2185, -0.6980, -2.0768], [-3.4345, -1.0237, -2.7595], [-4.7145, 0.1689, -2.5130], [-3.4148, 0.7392, -0.6271], [4.0688, 3.8748, 4.7349], [3.8824, 5.4853, 4.0776]], "lowdin_charge": [0.17, -0.48, 0.05, -0.26, -0.28, 1.07, -0.37, -0.27, 0.18, 0.07, 0.09, -0.45, 0.08, 0.04, -0.25, -0.02, -0.06, -0.09, -0.07, -0.02, 0.12, 0.10, 0.10, 0.10, 0.11, -0.20, -0.49, -0.13, -0.17, -0.40, 1.07, 0.06, 0.10, 0.11, 0.15, -0.42, 0.07, 0.11, 0.16, -0.28, -0.12, 0.11, 0.11, -0.19, 0.11, 0.11, -0.20, 0.11, 0.11, -0.14, 0.11, 0.12, 0.14, 0.09, 0.11]}